No. 1
Density functional theory data (the ωB97M-V functional and the def2-TZVPD basis) for C21H19N5OS2Ta as an isolated structure.

The geometry in XYZ format:
```
49
C21H19N5OS2Ta (the ωB97M-V functional and the def2-TZVPD basis)
Ta 0.9430 0.2552 -0.1731
C 3.5662 1.1103 -1.3249
N 3.0070 0.0057 -0.5456
C 3.5380 -1.1976 -0.4287
C 2.6471 -2.1766 -0.0341
C 2.7537 -3.5317 0.2498
C 1.4576 -3.9884 0.5350
C 0.6117 -2.9121 0.4126
N 1.2949 -1.7666 0.0555
C 2.3375 1.6640 -2.0318
C 1.3992 0.7358 -2.5558
C 0.2528 1.1923 -3.2240
C 0.0328 2.5535 -3.3610
C 0.9495 3.4586 -2.8340
C 2.0844 3.0219 -2.1557
H 4.3142 0.7602 -2.0392
H 4.0237 1.8632 -0.6830
H 4.5795 -1.3900 -0.6699
H 3.6639 -4.1126 0.2432
H 1.1684 -4.9929 0.7966
H -0.4557 -2.9122 0.5626
H 1.6720 -0.3165 -2.6595
H -0.4253 0.4747 -3.6692
H -0.8287 2.9117 -3.9095
H 0.7893 4.5218 -2.9645
H 2.7897 3.7419 -1.7592
O -0.2148 1.8568 -0.2115
N -1.5461 1.9438 -0.3341
C -2.1165 3.1652 -0.3928
C -3.4773 3.2479 -0.5255
C -4.2328 2.0735 -0.5959
C -3.6101 0.8416 -0.5289
C -2.2282 0.7869 -0.3932
S -1.2813 -0.6671 -0.3174
H -1.4379 4.0032 -0.3330
H -3.9441 4.2211 -0.5779
H -5.3079 2.1275 -0.7064
H -4.1702 -0.0815 -0.5869
S 1.7757 0.8489 2.0304
C 0.4740 1.3544 3.0860
N 0.8699 1.7179 4.3318
C -0.0052 2.0919 5.2841
C -1.3406 2.1055 4.9762
C -1.6857 1.7385 3.6799
N -0.7978 1.3699 2.7506
H 1.8615 1.6961 4.5544
H 0.4036 2.3597 6.2497
H -2.0811 2.3879 5.7096
H -2.7253 1.7244 3.3747
```

Highest occupied orbital energy, Ha: -0.635
HOMO-LUMO gap, eV: 6.9
Charge: +3


No. 2
Density functional theory data (the ωB97M-V functional and the def2-TZVPD basis) for one molecule with the formula C4H5NO at a distorted geometry.

The geometry in XYZ format:
```
11
C4H5NO (the ωB97M-V functional and the def2-TZVPD basis)
C 1.1020 1.4426 0.3834
C 0.6053 0.3698 -0.3124
C -0.3361 -0.6261 0.2677
O -0.0081 -1.9532 0.0026
C -1.7361 -0.3022 -0.1697
N -2.7443 -0.3105 -0.7500
H 0.8735 1.5379 1.5215
H 1.6003 2.3228 -0.0307
H 0.9069 0.2493 -1.3702
H -0.3470 -0.6828 1.3641
H 0.0837 -2.0476 -0.9063
```

Highest occupied orbital energy, Ha: -0.387
HOMO-LUMO gap, eV: 11.3


No. 3
Density functional theory data (the ωB97M-V functional and the def2-TZVPD basis) for C50H40CaN2OP2S4 as an isolated structure.

The geometry in XYZ format:
```
100
C50H40CaN2OP2S4 (the ωB97M-V functional and the def2-TZVPD basis)
Ca 0.3645 0.3130 -0.3727
C 5.0082 0.9171 -1.7244
C 3.5476 0.5082 -1.7368
N 2.8375 0.5578 -0.6478
N 3.5843 0.9926 0.4562
C 3.0200 1.0399 1.6140
S 1.4396 0.7000 2.1794
S 4.3047 1.5467 2.7873
C 3.3742 2.2897 4.1541
C 3.0970 3.7609 3.9904
C 3.7962 4.7015 4.7393
C 3.5470 6.0610 4.5944
C 2.5852 6.4958 3.6955
C 1.8788 5.5640 2.9424
C 2.1324 4.2087 3.0848
C 3.0212 0.0593 -3.0489
C 3.9384 -0.1154 -4.1031
C 3.5842 -0.5188 -5.3731
C 2.2333 -0.7623 -5.6463
C 1.3009 -0.6084 -4.6557
C 1.6413 -0.2118 -3.3258
O 0.7066 -0.1336 -2.4620
H 5.2635 1.3633 -0.7732
H 5.2000 1.6259 -2.5305
H 5.6462 0.0453 -1.8850
H 3.9772 2.1083 5.0449
H 2.4454 1.7213 4.2402
H 4.5495 4.3626 5.4432
H 4.1052 6.7784 5.1853
H 2.3862 7.5547 3.5792
H 1.1223 5.8856 2.2370
H 1.5787 3.4876 2.4943
H 4.9878 0.0620 -3.9213
H 4.3425 -0.6431 -6.1361
H 1.9237 -1.0744 -6.6388
H 0.2479 -0.7940 -4.8337
C -7.2379 -0.2725 -0.3643
C -6.4939 0.0179 -1.5006
C -5.1550 0.3595 -1.3843
C -4.5427 0.4390 -0.1340
C -5.2968 0.1399 0.9977
C -6.6342 -0.2165 0.8838
P -2.7670 0.9215 -0.1012
C -2.2845 0.4699 1.6042
C -2.0942 1.3884 2.6359
C -1.6716 0.9541 3.8827
C -1.4380 -0.3963 4.1126
C -1.6223 -1.3160 3.0915
C -2.0379 -0.8825 1.8410
C -2.9113 2.7435 0.0029
C -4.0880 3.4064 0.2380
C -4.1133 4.8180 0.2948
C -2.9647 5.5325 0.1108
C -1.7323 4.8785 -0.1424
C -0.5370 5.6057 -0.3558
C 0.6259 4.9291 -0.5993
C 0.6435 3.5142 -0.6267
C -0.4776 2.7251 -0.4291
C -1.6855 3.4575 -0.1923
H -8.2802 -0.5546 -0.4533
H -6.9542 -0.0385 -2.4797
H -4.5667 0.5638 -2.2721
H -4.8281 0.1795 1.9738
H -7.2055 -0.4543 1.7734
H -2.2495 2.4447 2.4524
H -1.4950 1.6766 4.6706
H -1.0809 -0.7259 5.0809
H -1.4198 -2.3693 3.2374
H -2.1604 -1.6147 1.0496
H -5.0102 2.8568 0.3827
H -5.0508 5.3278 0.4872
H -2.9788 6.6177 0.1541
H -0.5630 6.6910 -0.3213
H 1.5482 5.4784 -0.7675
H 1.6106 3.0447 -0.8088
S -2.2733 -4.3823 0.4229
P -0.4295 -4.2560 -0.2865
S 0.7038 -2.6383 -0.0667
C -0.4696 -4.6493 -2.0849
C 0.0093 -3.7443 -3.0240
C -0.0440 -4.0507 -4.3796
C -0.5666 -5.2641 -4.7996
C -1.0480 -6.1726 -3.8621
C -1.0055 -5.8628 -2.5125
C 0.5734 -5.6675 0.3392
C 1.8898 -5.8101 -0.0982
C 2.6649 -6.8678 0.3475
C 2.1358 -7.7905 1.2441
C 0.8302 -7.6487 1.6866
C 0.0490 -6.5915 1.2306
H 0.4205 -2.7989 -2.6872
H 0.3307 -3.3335 -5.1003
H -0.6033 -5.5045 -5.8561
H -1.4616 -7.1208 -4.1864
H -1.3992 -6.5555 -1.7772
H 2.3024 -5.0714 -0.7751
H 3.6875 -6.9684 0.0040
H 2.7451 -8.6137 1.5992
H 0.4153 -8.3613 2.3901
H -0.9756 -6.4655 1.5602
```

Highest occupied orbital energy, Ha: -0.089
HOMO-LUMO gap, eV: 6.6
Charge: -2


No. 4
Density functional theory data (the ωB97M-V functional and the def2-TZVPD basis) for C57H57FGeO4P3SiTl as an isolated structure at a distorted geometry.

The geometry in XYZ format:
```
125
C57H57FGeO4P3SiTl (the ωB97M-V functional and the def2-TZVPD basis)
Tl -0.6104 -1.5791 -0.1231
F 1.9612 5.0065 0.3611
Ge 1.3589 3.2757 0.2774
C -0.1633 3.7331 -0.9453
C -0.8121 4.9382 -0.7205
C -1.7574 5.4053 -1.6167
C -2.0345 4.6848 -2.7684
C -1.4203 3.4674 -2.9808
C -0.5090 2.9724 -2.0531
P 0.1849 1.2862 -2.2115
C -1.3521 0.3703 -2.6399
C -2.6037 0.8188 -2.2330
C -3.7443 0.0965 -2.5306
C -3.6496 -1.1023 -3.2158
C -2.4007 -1.5878 -3.5745
C -1.2558 -0.8640 -3.2882
C 0.9465 1.4982 -3.8748
C 0.3438 1.1628 -5.0812
C 1.0235 1.3530 -6.2714
C 2.2991 1.8908 -6.2724
C 2.9050 2.2299 -5.0742
C 2.2318 2.0325 -3.8841
C 0.9376 3.1557 2.2250
C 1.7376 3.8508 3.1195
C 1.3953 3.9202 4.4583
C 0.2382 3.3046 4.9081
C -0.5480 2.5837 4.0294
C -0.1957 2.4953 2.6846
P -1.1018 1.4142 1.5059
C -2.6816 2.3087 1.3019
C -3.7218 1.6362 0.6607
C -4.9076 2.2911 0.3856
C -5.0544 3.6281 0.7150
C -4.0142 4.3044 1.3291
C -2.8338 3.6491 1.6288
C -1.5642 0.1515 2.7672
C -2.8404 -0.1100 3.2484
C -3.0202 -1.0272 4.2697
C -1.9361 -1.6778 4.8343
C -0.6615 -1.4275 4.3533
C -0.4824 -0.5250 3.3257
C 3.1442 2.5296 -0.2549
C 4.0695 3.3867 -0.8353
C 5.3787 2.9833 -1.0244
C 5.7821 1.7249 -0.6076
C 4.8586 0.8539 -0.0624
C 3.5321 1.2436 0.1004
P 2.2612 0.0347 0.6451
C 2.9243 -1.3217 -0.4212
C 3.6476 -2.4284 0.0057
C 4.1889 -3.3045 -0.9215
C 4.0320 -3.0832 -2.2787
C 3.2977 -1.9920 -2.7112
C 2.7448 -1.1274 -1.7888
C 2.9125 -0.3999 2.2965
C 2.5693 -1.6191 2.8832
C 2.9712 -1.9033 4.1759
C 3.6738 -0.9630 4.9123
C 3.9586 0.2723 4.3555
C 3.5847 0.5521 3.0540
H -0.5636 5.5179 0.1574
H -2.2669 6.3395 -1.4282
H -2.7314 5.0703 -3.4986
H -1.6514 2.8898 -3.8664
H -2.6951 1.7445 -1.6874
H -4.7074 0.4729 -2.2233
H -4.5435 -1.6579 -3.4615
H -2.3183 -2.5357 -4.0821
H -0.2898 -1.2445 -3.5901
H -0.6519 0.7442 -5.0970
H 0.5520 1.0754 -7.2028
H 2.8221 2.0431 -7.2041
H 3.9043 2.6392 -5.0629
H 2.7029 2.2963 -2.9465
H 2.6231 4.3533 2.7566
H 2.0191 4.4725 5.1454
H -0.0483 3.3822 5.9479
H -1.4374 2.0837 4.3924
H -3.5899 0.5986 0.3833
H -5.7173 1.7625 -0.0954
H -5.9794 4.1426 0.4979
H -4.1215 5.3510 1.5711
H -2.0264 4.1763 2.1191
H -3.6944 0.4076 2.8404
H -4.0130 -1.2263 4.6437
H -2.0829 -2.3699 5.6493
H 0.1964 -1.9221 4.7851
H 0.5155 -0.3107 2.9706
H 3.7642 4.3796 -1.1305
H 6.0884 3.6603 -1.4769
H 6.8143 1.4229 -0.7144
H 5.1690 -0.1380 0.2380
H 3.8076 -2.6107 1.0564
H 4.7557 -4.1593 -0.5838
H 4.4833 -3.7530 -2.9962
H 3.1654 -1.8036 -3.7663
H 2.1835 -0.2702 -2.1349
H 1.9577 -2.3265 2.3402
H 2.7293 -2.8608 4.6146
H 3.9890 -1.1882 5.9213
H 4.4750 1.0216 4.9372
H 3.8011 1.5217 2.6269
O 0.0217 -3.5317 1.7307
H -0.5321 -4.0022 1.0615
H -0.5663 -3.4242 2.4813
O -3.3647 -2.0396 0.1727
H -2.9660 -2.9352 0.1896
H -3.8467 -2.0156 -0.6579
C -1.5191 -6.6421 -1.5892
Si -2.3414 -5.5262 -0.2683
C -4.1954 -5.3571 -0.6937
C -2.2063 -6.4063 1.4243
O -1.6600 -4.0993 -0.1958
H -1.9913 -7.6173 -1.6591
H -0.4684 -6.8065 -1.3612
H -1.5695 -6.1883 -2.5758
H -4.6574 -6.3308 -0.8106
H -4.3447 -4.8072 -1.6199
H -4.7272 -4.8292 0.0937
H -2.7161 -7.3634 1.4335
H -2.6498 -5.7948 2.2061
H -1.1674 -6.5834 1.6907
O 0.2919 -3.4869 -1.9060
H -0.4889 -3.9154 -1.4907
H 1.0572 -3.9432 -1.5533
```

Highest occupied orbital energy, Ha: -0.298
HOMO-LUMO gap, eV: 8.6


No. 5
Density functional theory data (the ωB97M-V functional and the def2-TZVPD basis) for C41H53BBrILaN6OS9Sb as an isolated structure at a distorted geometry.

The geometry in XYZ format:
```
115
C41H53BBrILaN6OS9Sb (the ωB97M-V functional and the def2-TZVPD basis)
La 0.0481 1.3611 -3.4260
C 0.1112 2.5018 3.5048
C 0.1730 1.1161 2.8960
C 0.6273 -0.0393 3.5060
C 0.6313 -1.2965 2.7620
N 0.1255 -1.4044 1.5736
N -0.3798 -0.2637 0.9585
B -1.2766 -0.6940 -0.2226
N -2.6740 -0.2026 -0.2081
N -3.1668 -0.3787 1.0478
C -4.4491 -0.3870 1.1885
C -5.3263 -0.0134 0.1538
C -4.8637 0.1876 -1.0984
C -5.8104 0.6825 -2.1914
C -3.4520 -0.0865 -1.2961
S -2.7663 -0.2282 -2.9151
C -4.9232 -0.6458 2.6079
C -3.8830 -1.4982 3.3674
C -5.0787 0.7001 3.2536
C -6.2872 -1.3229 2.5644
N -0.9936 -2.1053 -0.7860
N -2.0493 -2.9246 -0.5416
C -1.9404 -4.1779 -0.9411
C -0.7519 -4.6508 -1.4994
C 0.2499 -3.7978 -1.9557
C 1.4019 -4.2227 -2.8544
C 0.0834 -2.4305 -1.5565
S 1.2437 -1.2776 -1.9868
C -3.1472 -5.0455 -0.6413
C -3.9050 -5.2971 -1.9643
C -4.0499 -4.3927 0.4010
C -2.7185 -6.4473 -0.1483
C -0.1029 1.0263 1.4571
S -1.3683 2.3105 -0.9916
C 1.1875 -2.5365 3.3243
C 1.2051 -3.6834 2.2776
C 2.6387 -2.3016 3.6967
C 0.4556 -3.0482 4.5946
H 0.0740 2.4823 4.5699
H -0.8146 3.0418 3.1690
H 0.9578 3.1387 3.1497
H 0.9784 0.0263 4.5723
H -6.4074 0.1039 0.3351
H -5.2305 0.8134 -3.0722
H -6.2702 1.6560 -1.9167
H -6.6633 0.0037 -2.3246
H -3.0072 -0.8447 3.4986
H -3.5213 -2.4290 2.8684
H -4.2426 -1.7729 4.3602
H -4.1806 1.3599 3.1687
H -5.3495 0.5109 4.2799
H -5.9246 1.2567 2.8205
H -6.2967 -2.3386 2.0539
H -7.0457 -0.6556 2.1531
H -6.6043 -1.5167 3.6033
H -0.6406 -5.7186 -1.6431
H 1.1157 -5.1843 -3.2984
H 2.3823 -4.3975 -2.4249
H 1.4665 -3.5268 -3.7342
H -4.0534 -4.3319 -2.4465
H -4.8782 -5.7456 -1.7169
H -3.3348 -6.0098 -2.6555
H -4.4173 -3.3923 0.1092
H -3.5425 -4.2626 1.3817
H -4.9013 -5.0273 0.6756
H -2.0729 -6.9257 -0.8946
H -3.6069 -7.0742 -0.0156
H -2.1123 -6.4136 0.7738
H 1.9673 -3.5524 1.4623
H 0.2523 -3.9410 1.7758
H 1.4370 -4.6002 2.8405
H 3.1540 -2.0229 2.7833
H 3.0907 -3.2875 3.9221
H 2.9010 -1.6178 4.4788
H -0.6083 -2.8763 4.5166
H 0.8178 -2.5391 5.5167
H 0.7183 -4.1179 4.6765
S -1.8869 3.6348 -7.7623
Sb -0.1068 3.2384 -6.4036
S -0.4787 3.9815 -4.1431
S 0.1410 0.8550 -6.2156
S 1.7207 4.3953 -7.2188
S -0.1562 2.5075 0.5958
Br 3.8019 7.4584 -1.8465
C 3.2194 6.9407 -0.2066
C 4.1393 6.9735 0.9038
C 3.7367 6.5341 2.1252
C 2.3470 6.3463 2.3747
C 1.4368 6.4276 1.3518
C 1.8298 6.6346 0.0148
I 0.4272 6.5453 -1.5482
H 5.1906 7.1610 0.7140
H 4.4089 6.1732 2.9073
H 2.0760 6.1342 3.4008
H 0.3600 6.2243 1.5286
C 8.6970 2.5922 -1.1134
C 7.3716 2.2485 -1.7318
C 7.2883 1.5752 -2.9220
C 6.0500 1.3753 -3.5308
C 4.9156 1.8482 -2.9016
C 4.9877 2.4537 -1.6619
C 6.2072 2.6436 -1.0729
S 3.5034 1.9823 -4.0169
C 3.6275 3.7278 -4.3959
O 2.2738 1.7020 -3.0821
H 8.8457 2.0643 -0.1318
H 8.6795 3.6604 -0.8721
H 9.5341 2.3332 -1.7967
H 8.1813 1.2378 -3.3890
H 6.0131 0.8440 -4.4729
H 4.0594 2.7946 -1.1138
H 6.2315 3.1589 -0.0978
H 2.9179 3.8873 -5.2766
H 4.6531 4.0037 -4.7528
H 3.3515 4.3457 -3.5227
```

Highest occupied orbital energy (spin up / spin down), Ha: -0.050 / -0.028
HOMO-LUMO gap (spin up / spin down), eV: 4.6 / 4.0
Charge: -2


E (hartree)
-2013.160350; -285.344416; -5067.416121; -6170.229187; -8750.164301